1.
Here is C8H13I2N2Pd as an isolated structure from the OMol25 dataset. Energies are from the ωB97M-V functional and the def2-TZVPD basis.

```
26
Properties=species:S:1:pos:R:3:forces:R:3:mulliken_spin:R:1
I 2.8805 -2.4408 0.5413 0.1 0.3 0.6 0.20
I 1.8066 -0.7583 3.4664 0.4 -0.5 -0.4 0.21
Pd 0.6209 -0.8965 0.9713 0.2 0.1 0.0 0.99
N -0.5463 -3.7551 1.2273 -1.0 0.9 -0.1 0.46
N -1.1626 -2.5351 1.0798 0.0 -1.5 0.3 0.35
C -2.1029 3.0887 -1.2974 -1.7 1.3 -1.7 0.24
C 3.3380 -2.0521 2.6270 -0.1 0.0 0.0 -0.01
C -0.1008 1.7386 -0.8510 -0.8 0.1 -0.5 -0.17
C -1.2306 2.4907 -0.4114 1.8 -1.3 1.4 0.34
C -0.0992 1.4804 -2.2548 1.5 -0.9 1.8 0.34
C -2.0913 2.8187 -2.6657 0.5 -0.3 0.4 0.10
C 0.9210 1.2823 0.0176 0.6 0.5 0.1 0.66
C -0.9984 2.0776 -3.1151 -1.7 1.3 -1.7 0.23
H 1.8810 1.0397 -0.4629 -0.4 -0.1 0.3 0.01
H 0.9940 1.7974 0.9876 0.0 -0.4 -0.3 0.01
H -2.8079 3.2613 -3.3427 0.1 0.1 0.0 0.01
H -1.4193 2.5465 0.6567 0.0 0.2 0.0 0.01
H 0.6146 0.7519 -2.6313 0.0 0.2 -0.1 0.01
H -1.7315 -2.4951 0.2216 0.3 0.1 0.3 0.00
H -0.5037 -4.1629 2.1591 0.0 0.2 0.0 -0.01
H 4.3061 -1.5559 2.7045 -0.2 0.0 -0.1 0.00
H -1.7192 -2.2545 1.9052 0.4 -0.1 -0.3 0.00
H -0.8175 2.0594 -4.1908 0.0 -0.2 0.2 0.01
H -2.7759 3.8758 -0.9483 0.1 -0.3 0.1 0.01
H -0.5875 -4.4035 0.4424 0.1 0.2 0.0 -0.01
H 3.3327 -2.9994 3.1632 -0.1 0.1 -0.1 0.00
```
Positions in Å, forces in eV/Å.

Its HOMO energy (alpha / beta) is -18.239 / -19.413 eV. As for the energy above the lowest of the compared OMol25 structures with the same formula, charge and spin: 96.6 kcal/mol. Its total charge is +3. As for the multiplicity: 5. The calculation puts the lowest unoccupied orbital energy (alpha / beta) at -0.36929 / -0.49983 hartree. Its expectation value of S² is 6.043. Its gap between HOMO and LUMO (alpha / beta) is 8.19 / 5.81 eV.

***

2.
Here is C8H13MoNOSSe as an isolated structure from the OMol25 dataset. Energies are from the ωB97M-V functional and the def2-TZVPD basis.

```
26
Properties=species:S:1:pos:R:3:forces:R:3:mulliken_charge:R:1
Mo 0.3663 -1.3401 0.3479 -0.1 0.1 0.1 0.85
Se -0.1111 -1.7128 2.4277 0.1 0.0 0.0 -0.10
S -1.8080 -1.5044 -0.7209 -0.1 0.0 0.0 0.21
O 2.4213 -1.1222 -0.0785 0.1 -0.1 0.0 -0.54
N 0.6797 0.7546 0.1722 0.0 -0.2 0.0 0.00
C 3.0430 0.1834 0.0426 0.1 0.1 0.0 -0.26
C -0.1034 3.0106 0.0699 0.0 0.0 0.0 -0.88
C -3.2086 -1.1064 0.3551 0.0 0.0 0.0 -0.85
C 2.2363 2.5462 -0.1033 0.0 0.0 0.0 -0.78
C -2.1286 -3.2546 -1.0525 0.0 0.0 0.0 -0.93
C 1.2011 3.4670 -0.0789 0.0 -0.1 0.0 -0.21
C -0.3207 1.6582 0.1855 -0.2 0.1 0.0 0.32
C 1.9455 1.2020 0.0319 0.1 0.1 0.0 0.50
H -1.3175 1.2602 0.3009 0.0 0.0 0.0 0.06
H -3.1165 -0.0789 0.6950 0.0 0.0 0.0 0.35
H 3.7237 0.3293 -0.7963 0.0 0.0 0.0 0.40
H 3.5996 0.2209 0.9819 0.0 0.0 0.0 0.37
H 1.4070 4.5239 -0.1794 0.0 0.0 0.0 0.46
H -3.0719 -3.3249 -1.5910 0.0 0.0 0.0 0.38
H 3.2625 2.8659 -0.2236 0.0 0.0 0.0 0.44
H -1.3334 -3.6304 -1.6950 0.0 0.0 0.0 0.40
H -3.2201 -1.7852 1.2047 0.0 0.0 0.0 0.32
H -2.1767 -3.8189 -0.1236 0.0 0.0 0.0 0.35
H -0.9411 3.6920 0.0943 0.0 0.0 0.0 0.43
H -4.1130 -1.2084 -0.2412 0.0 0.0 0.0 0.38
H 3.0845 -1.8270 -0.0255 0.0 0.0 0.0 0.31
```
Positions in Å, forces in eV/Å.

Its HOMO energy (alpha / beta) is -16.221 / -16.323 eV. Its total charge is +2. The calculation puts the lowest unoccupied orbital energy (alpha / beta) at -0.32298 / -0.32528 hartree. Its gap between HOMO and LUMO (alpha / beta) is 7.43 / 7.47 eV.

***

3.
Here is a single C8H13N molecule from the OMol25 dataset. Energies are from the ωB97M-V functional and the def2-TZVPD basis.

```
22
Properties=species:S:1:pos:R:3:forces:R:3:mulliken_charge:R:1
N 0.4452 0.9627 -0.9222 2.4 -1.2 2.5 0.05
C 0.4488 1.4127 0.5055 2.5 -1.7 -0.7 -0.86
C 1.6035 -0.0962 -1.0809 0.2 1.4 -1.5 -0.41
C -0.2923 0.6342 1.5911 -0.3 0.7 1.0 -0.03
C -0.8656 0.6653 -1.3670 0.0 -2.4 -1.5 -0.98
C -2.1735 -0.7726 0.4789 1.1 0.3 2.8 -0.08
C 1.7387 -1.1959 -0.0651 0.4 -4.1 2.0 -0.76
C -1.7438 -0.4358 -0.7248 -2.9 -1.7 -3.2 -0.20
C -1.4939 -0.0754 1.5827 3.5 0.6 0.7 -0.49
H 2.7737 -1.8238 0.0452 -2.1 1.5 -1.6 0.33
H -2.8615 -1.6452 0.9091 1.2 2.1 -1.9 0.24
H 0.1182 2.4513 0.4186 0.3 0.1 0.9 0.37
H 2.6325 0.5472 -0.8600 -2.6 -1.4 -1.5 0.24
H 1.4225 -0.5644 -2.1667 1.0 1.3 2.2 0.25
H 1.6010 1.2248 0.8812 -2.7 1.5 -1.1 0.36
H 0.4447 0.9244 2.5254 -3.0 -1.1 -1.4 0.18
H -0.7178 0.4907 -2.4874 -0.8 -0.2 1.4 0.39
H -1.5498 1.4687 -1.2681 -0.2 1.6 0.0 0.35
H 0.9091 -2.0706 -0.0525 1.7 2.3 -0.1 0.23
H -1.7956 -0.3957 2.5375 -0.4 -0.3 1.3 0.34
H 1.8598 -0.8265 0.9628 -0.9 0.3 -0.1 0.22
H -2.5040 -0.8799 -1.4433 1.5 0.3 -0.1 0.26
```
Positions in Å, forces in eV/Å.

Its HOMO energy is -8.301 eV. As for the energy above the lowest of the compared OMol25 structures with the same formula, charge and spin: 120.1 kcal/mol. Its SMILES is CCN1CC=CC=CC1. The calculation puts the lowest unoccupied orbital energy at 0.02679 hartree. Its gap between HOMO and LUMO is 9.03 eV.

***

4.
Here is a 3-piece molecular cluster, C8H13N overall from the OMol25 dataset. Energies are from the ωB97M-V functional and the def2-TZVPD basis.

```
22
Properties=species:S:1:pos:R:3:forces:R:3:mulliken_charge:R:1
N -0.9105 -1.7222 -1.8031 -2.0 0.8 0.6 -0.42
C -0.7706 1.9000 -0.5769 0.6 0.2 0.0 -1.13
C -1.0382 0.8497 0.4685 -3.1 0.2 -0.5 0.48
C 1.1077 -1.1465 -0.4734 0.7 1.6 2.0 0.55
C 0.9142 -0.3768 0.4672 1.9 -2.2 -1.5 0.24
C 1.8646 -1.9656 -1.4109 -0.6 -0.5 -0.5 -1.23
C -1.9046 -1.2427 -1.4304 1.5 -1.4 -1.7 0.11
C -1.6118 1.1720 1.6449 0.2 -0.2 -0.7 -0.91
C 1.5042 0.1462 1.7139 -0.7 0.4 0.3 -1.23
H -2.0034 0.4229 2.3140 -0.1 -0.2 0.0 0.32
H -1.8465 2.1928 1.9000 0.6 0.3 0.3 0.27
H -2.9208 -0.9336 -1.3996 -0.2 0.2 0.4 0.37
H 2.0045 -1.4411 -2.3587 0.1 0.0 0.1 0.25
H 2.8347 -2.2379 -0.9881 -0.1 0.2 0.0 0.36
H -1.6426 2.0304 -1.2252 0.0 0.0 0.1 0.30
H -1.3694 -0.1292 0.0293 1.1 0.8 1.0 -0.23
H -0.5115 2.8670 -0.1268 -0.2 -0.2 0.0 0.41
H 0.7631 0.1112 2.5104 0.0 0.1 0.2 0.28
H 0.0713 1.6375 -1.2201 -0.1 -0.1 0.0 0.30
H 2.3663 -0.4488 2.0217 0.0 0.1 -0.2 0.37
H 1.7890 1.1940 1.5798 0.0 -0.1 0.1 0.24
H 1.3104 -2.8793 -1.6366 0.2 0.0 -0.1 0.31
```
Positions in Å, forces in eV/Å.

Its HOMO energy is -8.015 eV. As for the energy above the lowest of the compared OMol25 structures with the same formula, charge and spin: 119.2 kcal/mol. Its SMILES is CC#CC.C=CC.C#N. The calculation puts the lowest unoccupied orbital energy at 0.03316 hartree. Its gap between HOMO and LUMO is 8.92 eV.

***

5.
Here is a single C8H13N molecule from the OMol25 dataset. Energies are from the ωB97M-V functional and the def2-TZVPD basis.

```
22
Properties=species:S:1:pos:R:3:forces:R:3:mulliken_charge:R:1
N -1.6857 -0.4311 0.9385 -2.4 2.9 4.2 -0.31
C 1.7046 -0.2652 -0.0807 0.1 0.3 0.0 0.52
C -2.2672 -0.6075 -0.2893 1.8 -1.0 -0.3 -0.10
C -3.4719 -0.4830 -0.8072 0.1 0.0 -4.2 -0.88
C 0.8480 -0.7473 0.8261 -1.5 3.1 -0.2 -0.83
C 1.3553 1.2513 -0.4643 -0.9 -2.4 -0.5 -0.62
C 2.9267 -1.1321 -0.4815 0.1 -0.7 1.7 -1.05
C -0.3251 0.3408 1.0650 -0.3 -2.6 1.9 0.12
C -0.0387 1.5696 0.1291 -0.2 -3.2 -1.2 -0.94
H 0.9543 -1.5602 1.5610 -0.2 0.1 -1.0 0.37
H -0.0726 2.5298 0.4771 0.3 2.2 2.2 0.38
H 2.5413 -2.1976 -0.1571 1.0 1.7 -1.6 0.29
H -0.2556 0.4593 2.2099 -0.4 0.7 -1.8 0.38
H 3.2748 -0.9902 -1.5778 -0.5 -0.6 2.1 0.29
H -1.4542 -1.1282 -0.7413 0.3 -0.1 -2.2 0.35
H -3.6894 -0.5286 -1.9936 1.0 -0.7 2.9 0.18
H -2.4638 -0.0737 1.6718 2.7 -0.7 -2.0 0.24
H 1.3614 1.4929 -1.5091 0.0 -0.4 -0.9 0.36
H 2.1164 1.8649 -0.0963 1.2 1.0 1.1 0.38
H -0.8331 1.7137 -0.6391 0.5 -1.1 0.1 0.31
H 3.7764 -1.0183 0.3353 -1.3 0.3 -2.1 0.24
H -4.3018 -0.0594 -0.3764 -1.6 1.0 1.6 0.33
```
Positions in Å, forces in eV/Å.

Its HOMO energy is -8.103 eV. As for the energy above the lowest of the compared OMol25 structures with the same formula, charge and spin: 87.3 kcal/mol. Its SMILES is C=CN[C@H]1C=C(C)CC1. The calculation puts the lowest unoccupied orbital energy at 0.03668 hartree. Its gap between HOMO and LUMO is 9.10 eV.

***

6.
Here is C8H13N as an isolated structure from the OMol25 dataset. Energies are from the ωB97M-V functional and the def2-TZVPD basis.

```
22
Properties=species:S:1:pos:R:3:forces:R:3:mulliken_charge:R:1
N 1.1548 -0.6766 -1.4610 -0.1 1.9 1.9 -0.39
C 0.9909 1.7050 -0.0593 1.0 1.2 -2.1 -0.72
C 0.5922 -1.8486 -0.8338 -1.5 -5.7 -4.0 -0.70
C -0.7554 -1.2366 -0.2820 0.1 -1.2 -2.2 0.17
C -0.0441 -0.2734 0.5113 1.5 1.0 -3.7 -0.13
C -0.2561 1.8448 0.8654 1.4 -0.9 3.4 -0.87
C -1.1745 0.6660 0.5345 -1.2 0.7 -2.2 0.01
C -1.9729 -0.7842 0.6670 -0.7 -1.1 1.8 -0.57
C 1.2711 0.1305 -0.2590 -3.9 3.3 1.6 -0.31
H 0.1714 -0.6676 1.4792 -0.1 -0.2 0.9 0.07
H 0.3021 -2.5335 -1.7432 0.7 0.6 1.6 0.32
H -1.9025 -1.0957 1.7432 -0.4 -0.3 -1.2 0.23
H 1.9102 2.2211 0.3889 -1.4 -0.7 -0.4 0.30
H -2.9905 -0.9239 0.1827 1.2 0.5 0.9 0.31
H 2.0224 -0.6959 -1.9585 0.3 -0.9 -0.2 0.28
H 0.7946 2.2936 -0.9980 0.3 -0.9 0.4 0.32
H 1.9663 -0.1231 0.4625 2.6 -0.8 0.7 0.40
H -1.8278 0.8949 -0.4674 2.8 0.0 1.5 0.10
H -1.1029 -0.8785 -1.3289 0.4 0.2 2.0 0.14
H 1.2878 -2.4796 -0.2259 -0.6 0.8 0.2 0.30
H -0.7582 2.7418 0.9226 -0.6 2.5 -0.3 0.54
H 0.3212 1.7195 1.8597 -1.7 0.0 -0.7 0.19
```
Positions in Å, forces in eV/Å.

Its HOMO energy is -8.427 eV. As for the energy above the lowest of the compared OMol25 structures with the same formula, charge and spin: 173.1 kcal/mol. The calculation puts the lowest unoccupied orbital energy at 0.03925 hartree. Its gap between HOMO and LUMO is 9.49 eV.

***

7.
Here is an isolated ion of composition C8H13N2 and charge +1 from the OMol25 dataset. Energies are from the ωB97M-V functional and the def2-TZVPD basis.

```
23
Properties=species:S:1:pos:R:3:forces:R:3:mulliken_charge:R:1
N -3.3666 1.2632 -0.0541 1.3 -1.2 -3.1 -0.72
N -2.5031 1.1720 0.9351 2.9 -0.9 1.6 0.35
C -2.9672 0.7776 -1.3066 2.6 -0.9 2.1 -0.22
C 1.8905 -0.1330 0.7174 -0.2 0.9 -1.5 -0.50
C 2.4289 1.2717 0.1441 0.4 -0.5 -0.2 -1.01
C -1.5815 0.1246 -1.4583 -0.2 0.7 2.4 -0.36
C 0.6318 -2.2838 0.0277 -0.4 -0.3 0.1 -1.21
C 0.8276 -0.7073 -0.3468 -0.7 -1.4 1.1 0.04
C -0.6065 -0.0097 -0.2701 -3.2 1.9 0.2 0.34
C -1.1946 0.6297 1.0417 -0.3 -1.1 -4.2 -0.01
H 1.6386 -2.8043 0.2023 -1.4 1.0 -0.4 0.37
H 1.5913 1.9019 -0.3387 1.3 -0.9 0.9 0.25
H 1.4093 -0.0206 1.7439 0.7 -0.3 -1.3 0.26
H 2.7563 -0.8846 0.7536 -1.4 1.2 0.2 0.35
H 0.0274 -2.4164 0.9912 0.8 0.3 -1.3 0.30
H -0.5934 0.6557 2.0201 -1.5 0.2 -1.6 0.28
H 0.0885 -2.8611 -0.7909 0.7 0.9 1.0 0.35
H 3.1839 1.0080 -0.6874 -1.2 0.6 1.3 0.29
H -1.2764 -0.2690 -2.4877 -0.5 0.6 1.7 0.36
H 2.9807 1.8680 0.9430 -0.8 -0.7 -1.1 0.33
H -3.7003 0.8444 -2.1873 1.2 0.0 1.7 0.39
H -2.8527 1.5663 1.8340 0.1 -0.3 -1.1 0.32
H 1.1876 -0.6932 -1.4262 -0.3 0.4 1.4 0.43
```
Positions in Å, forces in eV/Å.

Its HOMO energy is -14.439 eV. As for the energy above the lowest of the compared OMol25 structures with the same formula, charge and spin: 108.6 kcal/mol. Its total charge is +1. Its SMILES is CC[C@@H](C)c1ccn[nH+]c1. The calculation puts the lowest unoccupied orbital energy at -0.19122 hartree. Its gap between HOMO and LUMO is 9.24 eV.

***

8.
Here is C8H13N2Ni as an isolated structure from the OMol25 dataset. Energies are from the ωB97M-V functional and the def2-TZVPD basis.

```
24
Properties=species:S:1:pos:R:3:forces:R:3:mulliken_spin:R:1
Ni -0.0109 -0.7242 -2.5562 -3.8 1.7 -2.2 0.91
N 0.2655 -0.2631 -0.9053 1.5 0.5 3.4 0.21
N 1.2711 -1.8546 -3.1035 2.6 -3.0 -1.2 0.08
C 0.3624 -1.5295 2.2926 0.0 -0.9 1.6 0.18
C 0.6740 0.9434 2.2886 0.2 1.0 1.8 0.16
C -2.1812 2.6847 -3.1909 1.1 1.1 1.1 0.01
C 0.4487 -0.2786 4.3487 -0.1 0.1 1.8 0.38
C 0.6385 0.9499 3.6742 0.1 0.1 -1.3 -0.09
C 0.3344 -1.5142 3.6788 0.1 -0.3 -1.2 -0.11
C 0.4792 -0.2870 1.6418 0.0 0.1 -2.6 0.17
C 0.4014 -0.2639 0.2602 -0.3 0.0 -0.5 0.06
H 0.8480 1.8378 1.6791 -0.1 -0.3 0.4 0.03
H 0.7587 1.9034 4.1961 0.0 -0.4 0.1 0.00
H 0.3084 -2.4449 1.6930 -0.1 0.3 0.4 0.04
H 1.0367 -2.7464 -2.6237 0.3 0.6 -0.2 0.00
H -2.6494 1.7828 -3.5067 -1.5 -0.4 0.1 0.00
H -1.3361 -0.5236 -3.4481 -0.2 -0.1 -0.6 -0.01
H -1.8630 3.2110 -4.1223 0.0 -0.1 1.1 0.00
H 1.3089 -2.1050 -4.0980 -0.2 0.3 0.3 0.00
H 2.2324 -1.6144 -2.8648 0.0 -0.1 0.3 -0.01
H 0.2240 -2.4676 4.2105 0.1 0.5 0.0 -0.01
H 0.3973 -0.2678 5.4473 0.0 0.0 -0.5 0.05
H -2.5812 3.3564 -2.3586 -0.4 -0.9 -1.7 0.00
H -1.3678 2.2154 -2.6329 0.8 0.3 -0.6 0.00
```
Positions in Å, forces in eV/Å.

Its HOMO energy (alpha / beta) is -0.672 / -3.083 eV. Its total charge is -1. As for the multiplicity: 3. The calculation puts the lowest unoccupied orbital energy (alpha / beta) at 0.12397 / 0.12124 hartree. Its expectation value of S² is 2.026. Its gap between HOMO and LUMO (alpha / beta) is 4.05 / 6.38 eV.